[1]
Here is a structure of composition C41H43CaN7O6S from the Open Molecules 2025 dataset. Energies are from wB97M-V/def2-TZVPD.

Cartesian coordinates (Å):
1 Ca -0.232 -0.138 -0.043
2 N 3.480 -0.946 -2.602
3 C 2.281 -0.918 -2.015
4 N 2.120 -0.730 -0.732
5 C 3.200 -0.521 0.073
6 N 3.073 -0.204 1.341
7 N 1.758 -0.153 1.719
8 C 1.524 0.310 2.881
9 C 0.137 0.390 3.365
10 C -0.150 1.036 4.564
11 C -1.463 1.123 4.989
12 C -2.456 0.551 4.210
13 C -2.081 -0.078 3.030
14 N -0.824 -0.161 2.611
15 C 4.541 -0.612 -0.494
16 C 5.704 -0.437 0.261
17 C 6.933 -0.409 -0.361
18 C 7.019 -0.545 -1.751
19 C 5.889 -0.751 -2.507
20 C 4.650 -0.789 -1.874
21 H 3.533 -0.944 -3.610
22 H 1.343 -1.040 -2.583
23 H 2.327 0.676 3.525
24 H 0.656 1.476 5.138
25 H -1.711 1.636 5.910
26 H -3.498 0.601 4.494
27 H -2.821 -0.529 2.381
28 H 5.603 -0.291 1.327
29 H 7.831 -0.244 0.223
30 H 7.967 -0.446 -2.261
31 H 5.964 -0.782 -3.586
32 C -3.939 6.765 2.205
33 O -2.806 5.972 1.952
34 C -3.016 4.724 1.419
35 C -4.300 4.214 1.156
36 C -4.379 2.939 0.633
37 C -3.267 2.135 0.369
38 C -3.489 0.743 -0.041
39 C -4.843 0.311 -0.560
40 O -2.637 -0.131 0.079
41 C -1.947 2.674 0.592
42 O -0.858 2.070 0.314
43 C -1.894 3.986 1.144
44 H -3.570 7.708 2.606
45 H -4.604 6.300 2.939
46 H -4.508 6.964 1.292
47 H -5.200 4.776 1.350
48 H -5.365 2.533 0.440
49 H -5.538 0.195 0.278
50 H -4.722 -0.648 -1.064
51 H -5.263 1.038 -1.256
52 H -0.916 4.412 1.334
53 N 1.342 2.251 -1.346
54 C 2.434 2.288 -2.199
55 C 2.272 2.025 -3.562
56 C 3.374 1.974 -4.404
57 C 4.659 2.183 -3.916
58 C 4.823 2.457 -2.563
59 C 3.728 2.507 -1.712
60 S 6.088 2.140 -5.002
61 O 7.030 1.234 -4.345
62 O 5.576 1.630 -6.266
63 O 6.560 3.517 -5.053
64 H 0.424 2.360 -1.747
65 H 1.419 2.636 -0.421
66 H 1.276 1.833 -3.945
67 H 3.254 1.766 -5.460
68 H 5.822 2.615 -2.174
69 H 3.869 2.699 -0.653
70 C -0.124 -4.269 -2.028
71 C -1.307 -3.819 -1.164
72 C -0.779 -3.305 0.183
73 C -2.220 -2.876 -1.931
74 C -3.515 -3.292 -2.173
75 C -4.414 -2.566 -2.960
76 C -3.926 -1.402 -3.564
77 C -2.650 -0.919 -3.352
78 C -2.247 0.349 -4.085
79 C -2.137 1.568 -3.162
80 C -0.963 0.179 -4.902
81 C -1.722 -1.583 -2.423
82 N -0.574 -1.071 -2.045
83 H 0.536 -4.952 -1.480
84 H 0.445 -3.386 -2.325
85 H -0.477 -4.775 -2.929
86 H -1.911 -4.709 -0.947
87 H 0.005 -2.572 -0.008
88 H -0.322 -4.123 0.753
89 H -1.578 -2.857 0.780
90 H -3.840 -4.240 -1.742
91 H -5.420 -2.924 -3.144
92 H -4.582 -0.843 -4.233
93 H -3.054 0.560 -4.800
94 H -1.402 1.365 -2.383
95 H -3.096 1.781 -2.682
96 H -1.831 2.462 -3.719
97 H -0.137 -0.044 -4.227
98 H -0.738 1.092 -5.467
99 H -1.065 -0.647 -5.609

Atomic forces in eV per Å
Ca -0.08 -0.07 -0.46
N 0.10 -0.04 -0.12
C -0.14 0.08 0.16
N 0.08 -0.12 0.02
C -0.04 -0.01 0.04
N -0.04 0.03 0.09
N 0.00 0.09 -0.03
C 0.00 0.02 0.01
C -0.10 -0.05 -0.04
C 0.12 0.03 0.04
C -0.09 -0.02 -0.04
C 0.11 0.03 0.04
C -0.03 -0.01 0.03
N 0.03 0.08 0.00
C -0.03 0.00 -0.07
C 0.03 0.03 0.01
C -0.02 0.01 -0.02
C 0.00 -0.03 0.02
C 0.02 -0.02 -0.02
C -0.01 0.02 0.08
H -0.01 0.01 0.01
H 0.02 -0.01 0.00
H 0.01 -0.06 -0.03
H -0.01 0.00 0.00
H 0.01 0.00 0.00
H -0.01 -0.01 -0.01
H 0.01 0.00 -0.01
H 0.00 -0.01 0.00
H 0.01 -0.01 0.00
H 0.02 0.01 0.01
H -0.02 0.00 0.01
C -0.03 0.02 0.01
O 0.02 0.01 0.00
C -0.13 -0.05 -0.04
C 0.06 0.03 0.02
C -0.04 -0.03 -0.01
C 0.04 -0.07 0.01
C -0.03 -0.07 -0.03
C 0.01 0.01 -0.02
O 0.14 0.13 0.12
C 0.04 0.08 0.09
O -0.16 -0.11 0.12
C 0.10 0.02 -0.02
H 0.01 0.00 0.00
H 0.00 0.00 0.00
H 0.01 0.00 -0.01
H 0.01 0.01 0.00
H 0.00 0.00 0.00
H -0.01 0.01 -0.01
H 0.01 -0.01 -0.01
H -0.02 0.00 0.01
H -0.01 0.00 0.00
N 0.02 -0.16 -0.08
C -0.02 -0.02 0.05
C -0.02 0.00 -0.03
C 0.06 0.03 0.02
C -0.02 -0.02 -0.03
C -0.12 -0.01 0.03
C 0.08 -0.01 -0.01
S -0.04 0.08 0.00
O 0.06 -0.03 0.02
O -0.05 -0.05 -0.05
O 0.01 0.02 0.00
H 0.01 0.02 0.04
H 0.00 0.13 -0.02
H 0.02 0.00 -0.01
H -0.01 0.00 0.00
H 0.01 0.00 0.01
H 0.00 -0.01 -0.01
C 0.01 -0.02 -0.02
C -0.02 0.03 -0.04
C -0.06 0.00 -0.09
C -0.07 -0.05 -0.02
C 0.08 0.03 -0.01
C -0.05 0.01 -0.03
C 0.06 -0.06 0.05
C -0.09 -0.01 -0.02
C 0.04 -0.03 0.01
C 0.01 0.01 -0.01
C -0.02 0.03 -0.02
C 0.19 0.19 0.06
N -0.07 -0.02 0.13
H 0.00 0.00 0.00
H 0.00 0.01 0.00
H 0.01 0.00 0.01
H 0.00 0.00 0.02
H 0.09 -0.04 0.02
H -0.06 0.01 0.05
H 0.02 0.02 0.01
H 0.00 -0.01 0.01
H 0.00 0.01 -0.01
H -0.01 0.01 -0.01
H -0.01 0.00 0.01
H -0.02 -0.03 0.00
H 0.00 0.01 0.00
H -0.01 0.00 0.00
H 0.00 -0.03 0.01
H 0.01 -0.01 0.00
H 0.00 0.00 0.00

As for the charge: -2. The value obtained for the energy above the lowest of the compared OMol25 structures with the same formula, charge and spin is 0.00 kcal per mole. The HOMO energy comes out at -0.28 eV. For the HOMO-LUMO gap, the calculation gives 0.138 Ha.

[2]
Here is a structure of composition C28H10BrCeCl5F12N2O4 at a distorted geometry from the Open Molecules 2025 dataset. Energies are from wB97M-V/def2-TZVPD.

Cartesian coordinates (Å):
1 Ce -0.228 0.271 -1.217
2 Br 2.661 6.770 0.526
3 C 1.735 5.110 0.528
4 C 0.357 5.107 0.776
5 C -0.316 3.921 0.806
6 C 0.331 2.671 0.561
7 O -0.337 1.590 0.590
8 C 1.759 2.715 0.330
9 C 2.514 1.523 0.132
10 N 1.951 0.365 0.017
11 C 2.657 -0.817 -0.089
12 C 3.976 -0.958 -0.488
13 C 4.592 -2.213 -0.505
14 C 3.915 -3.336 -0.116
15 C 2.558 -3.254 0.254
16 C 1.799 -4.382 0.624
17 C 0.473 -4.228 0.917
18 C -0.097 -2.952 0.799
19 N 0.574 -1.872 0.473
20 C 1.903 -1.995 0.233
21 C 2.431 3.950 0.330
22 H -0.162 6.041 0.935
23 H -1.380 3.883 0.990
24 H 3.605 1.642 0.130
25 H 4.531 -0.093 -0.820
26 H 5.618 -2.286 -0.834
27 H 4.390 -4.305 -0.123
28 H 2.281 -5.349 0.661
29 H -0.141 -5.065 1.209
30 H -1.160 -2.837 0.974
31 H 3.501 3.966 0.166
32 Cl -2.734 1.470 -3.901
33 C -3.557 0.872 -2.507
34 C -2.759 0.342 -1.482
35 C -3.499 -0.071 -0.367
36 Cl -2.547 -0.692 0.945
37 C -4.883 0.000 -0.252
38 Cl -5.694 -0.544 1.161
39 C -5.612 0.515 -1.321
40 Cl -7.324 0.607 -1.238
41 C -4.946 0.952 -2.462
42 Cl -5.844 1.555 -3.795
43 F 2.697 3.646 -2.999
44 C 1.366 3.614 -3.165
45 F 1.139 3.682 -4.488
46 F 0.889 4.750 -2.639
47 C 0.731 2.327 -2.554
48 O -0.433 2.423 -2.149
49 O 1.451 1.323 -2.555
50 F 1.668 -0.632 -4.857
51 C 0.460 -1.078 -4.534
52 F -0.274 -0.010 -4.159
53 F -0.092 -1.550 -5.659
54 C 0.506 -2.094 -3.345
55 O 0.704 -1.470 -2.204
56 C 1.638 -3.120 -3.642
57 F 2.833 -2.586 -3.420
58 F 1.554 -4.213 -2.874
59 F 1.635 -3.560 -4.911
60 C -0.866 -2.826 -3.249
61 F -1.832 -1.901 -3.053
62 F -1.245 -3.580 -4.285
63 F -0.901 -3.611 -2.169

Atomic forces in eV per Å
Ce -1.45 -1.43 1.09
Br 0.04 0.08 -0.03
C 0.37 0.10 0.08
C 0.08 -0.14 -0.07
C 0.00 -0.27 -0.02
C 0.77 0.92 0.55
O -0.34 0.41 0.76
C -0.81 0.28 -0.09
C 0.08 -0.81 0.31
N 0.75 0.87 0.12
C 0.75 -0.71 0.04
C -0.68 0.32 0.16
C 0.01 -0.41 0.08
C 0.18 0.15 -0.12
C -0.14 0.44 -0.01
C -0.29 0.08 0.05
C 0.43 -0.18 -0.06
C 0.00 0.26 0.00
N -0.19 -0.19 0.29
C 0.51 -0.27 0.03
C -0.20 0.13 0.04
H -0.02 0.04 0.01
H -0.06 0.02 -0.01
H -0.09 -0.13 0.08
H 0.03 0.10 -0.01
H 0.07 -0.03 -0.01
H 0.11 -0.12 0.00
H 0.02 -0.11 0.01
H -0.08 -0.08 0.00
H 0.00 0.07 -0.05
H 0.01 0.04 -0.04
Cl -0.15 0.18 -0.57
C 0.36 -0.33 0.69
C -2.03 0.21 0.05
C 0.31 0.40 -1.00
Cl -0.02 -0.22 0.57
C 0.12 0.04 -0.16
Cl -0.11 -0.09 0.27
C 0.21 -0.05 0.03
Cl -0.28 -0.01 0.06
C 0.21 -0.11 0.13
Cl -0.16 0.15 -0.21
F 0.08 -0.20 0.07
C 0.22 0.53 0.03
F -0.14 -0.25 -0.17
F -0.19 -0.21 0.15
C 0.82 1.88 -1.13
O -0.55 0.76 -0.19
O 0.79 -0.16 -0.35
F 0.31 0.04 0.08
C -0.19 0.19 -0.16
F 0.06 -0.19 -0.05
F -0.16 -0.16 0.00
C -0.09 -0.62 -0.98
O 0.67 -0.95 -0.32
C 0.26 -0.25 -0.11
F 0.17 0.25 0.14
F -0.17 -0.09 0.31
F -0.19 0.05 -0.31
C -0.61 -0.02 0.21
F 0.14 -0.03 -0.22
F 0.27 0.01 -0.25
F 0.15 -0.18 0.20

As for the charge: -1. The value obtained for the energy above the lowest of the compared OMol25 structures with the same formula, charge and spin is 6.98 kcal per mole. The HOMO energy (spin up / spin down) comes out at -4.90 / -5.40 eV. For the HOMO-LUMO gap (spin up / spin down), the calculation gives 0.240 / 0.258 Ha. Its spin multiplicity is 2.

[3]
Here is a structure of composition C15H16BrF6N3O4S at a distorted geometry from the Open Molecules 2025 dataset. Energies are from wB97M-V/def2-TZVPD.

Cartesian coordinates (Å):
1 N 3.045 -3.029 -0.277
2 C 2.139 -3.621 -1.303
3 C 0.771 -3.015 -1.168
4 C 0.724 -1.595 -1.123
5 C -0.423 -0.887 -0.990
6 C -1.632 -1.613 -0.903
7 N -2.869 -1.117 -0.788
8 S -3.869 -2.359 -0.739
9 N -2.825 -3.576 -0.886
10 C -1.616 -3.016 -0.958
11 C -0.387 -3.729 -1.086
12 Br -0.451 -5.610 -1.137
13 H 2.483 -2.781 0.525
14 H 3.676 -3.756 0.032
15 H 2.092 -4.691 -1.179
16 H 2.512 -3.386 -2.296
17 H 1.664 -1.074 -1.197
18 H -0.395 0.187 -0.959
19 C -5.338 2.048 -2.369
20 C -4.501 3.306 -2.463
21 O -3.574 3.401 -1.363
22 C -2.470 2.684 -1.472
23 O -2.153 1.980 -2.382
24 C -1.589 2.904 -0.232
25 F -2.302 2.818 0.896
26 F -1.019 4.115 -0.273
27 F -0.622 1.990 -0.185
28 H -5.849 2.002 -1.407
29 H -6.083 2.035 -3.164
30 H -4.721 1.156 -2.462
31 H -5.128 4.190 -2.384
32 H -3.958 3.360 -3.405
33 C 1.936 2.133 1.882
34 C 2.221 1.673 3.293
35 O 2.849 0.377 3.295
36 C 4.155 0.349 3.082
37 O 4.884 1.282 2.933
38 C 4.626 -1.114 3.086
39 F 3.817 -1.863 2.327
40 F 4.607 -1.602 4.333
41 F 5.863 -1.220 2.615
42 H 1.346 1.384 1.354
43 H 1.381 3.071 1.895
44 H 2.856 2.287 1.319
45 H 1.292 1.539 3.843
46 H 2.837 2.385 3.841

Atomic forces in eV per Å
N -0.33 -0.23 -0.54
C 0.13 0.39 0.72
C 0.01 -0.61 -0.10
C -0.20 0.45 0.02
C 0.39 0.08 -0.05
C -0.17 0.67 -0.04
N -0.13 0.46 0.14
S 0.30 -0.33 -0.14
N -0.42 0.16 0.15
C 0.00 -1.22 -0.08
C 0.19 0.23 -0.02
Br -0.02 -0.01 0.00
H 0.05 0.02 0.19
H 0.19 0.11 0.07
H -0.13 -0.39 -0.22
H 0.19 -0.05 -0.18
H 0.17 0.08 -0.01
H -0.19 -0.11 -0.13
C 0.14 -0.15 0.15
C -0.39 -0.02 -0.31
O 0.09 0.08 0.11
C -0.30 0.03 -0.16
O 0.19 -0.07 -0.04
C -0.06 0.04 0.23
F 0.07 -0.01 -0.05
F 0.01 -0.01 -0.02
F 0.03 0.31 0.12
H -0.06 0.06 -0.03
H -0.01 0.05 -0.02
H 0.04 0.01 -0.05
H 0.08 0.05 0.13
H 0.12 -0.07 0.06
C 0.17 -0.15 -0.14
C -0.30 0.40 0.01
O -0.01 -0.13 0.04
C -0.23 0.19 0.09
O 0.16 0.04 -0.05
C 0.12 -0.12 -0.07
F 0.07 -0.10 0.09
F -0.04 -0.01 -0.02
F -0.03 0.03 0.01
H -0.08 0.02 0.04
H -0.02 0.00 0.03
H 0.04 0.06 0.06
H 0.03 -0.15 0.03
H 0.14 -0.08 -0.06

The HOMO energy comes out at -8.85 eV. For the HOMO-LUMO gap, the calculation gives 0.304 Ha.